{"formula": "C46H48Br6N6O18", "method": "wB97M-V/def2-TZVPD", "elements": ["C", "C", "C", "C", "C", "C", "N", "O", "O", "H", "H", "H", "H", "H", "C", "C", "C", "C", "C", "C", "N", "O", "O", "H", "H", "H", "H", "H", "C", "C", "C", "C", "C", "C", "N", "O", "O", "H", "H", "H", "H", "H", "C", "C", "C", "C", "C", "C", "N", "O", "O", "H", "H", "H", "H", "H", "C", "C", "C", "C", "C", "C", "N", "O", "O", "H", "H", "H", "H", "H", "C", "C", "C", "C", "C", "C", "N", "O", "O", "H", "H", "H", "H", "H", "C", "C", "O", "C", "O", "O", "C", "H", "H", "H", "H", "H", "H", "H", "H", "C", "C", "O", "C", "O", "O", "C", "H", "H", "H", "H", "H", "H", "H", "H", "C", "Br", "Br", "Br", "H", "C", "Br", "Br", "Br", "H"], "positions_angstrom": [[-1.47, 3.93, 6.72], [-1.85, 5.26, 6.52], [-1.28, 5.99, 5.48], [-0.37, 5.36, 4.64], [0.06, 4.08, 4.91], [-0.52, 3.33, 5.90], [0.20, 6.11, 3.52], [1.37, 5.99, 3.25], [-0.60, 6.77, 2.86], [-1.92, 3.32, 7.50], [-2.72, 5.54, 7.11], [-1.62, 7.01, 5.34], [0.70, 3.51, 4.24], [-0.30, 2.29, 6.08], [3.24, 0.48, 2.40], [4.07, 1.48, 1.89], [4.35, 2.64, 2.60], [3.78, 2.85, 3.85], [2.90, 1.89, 4.33], [2.61, 0.73, 3.63], [4.03, 4.05, 4.60], [3.72, 4.11, 5.77], [4.57, 4.96, 3.99], [3.04, -0.40, 1.82], [4.53, 1.28, 0.94], [5.04, 3.34, 2.15], [2.43, 1.94, 5.30], [1.98, -0.02, 4.09], [-1.00, -2.32, -4.91], [-2.01, -3.17, -5.38], [-3.17, -3.32, -4.62], [-3.43, -2.53, -3.50], [-2.42, -1.70, -3.03], [-1.23, -1.63, -3.72], [-4.77, -2.49, -2.92], [-5.03, -1.65, -2.08], [-5.57, -3.32, -3.32], [-0.11, -2.11, -5.48], [-1.96, -3.77, -6.28], [-3.95, -3.91, -5.09], [-2.64, -1.17, -2.11], [-0.47, -0.94, -3.37], [3.12, -7.35, -0.33], [1.78, -7.07, -0.52], [1.31, -5.77, -0.63], [2.22, -4.72, -0.45], [3.57, -5.04, -0.34], [4.05, -6.34, -0.40], [1.79, -3.34, -0.34], [0.60, -3.12, -0.49], [2.60, -2.47, -0.09], [3.44, -8.39, -0.26], [1.07, -7.87, -0.66], [0.25, -5.60, -0.80], [4.24, -4.20, -0.18], [5.13, -6.41, -0.38], [3.48, 5.67, 0.92], [2.33, 4.90, 0.76], [2.25, 3.99, -0.26], [3.22, 3.94, -1.26], [4.35, 4.77, -1.13], [4.53, 5.53, -0.01], [3.07, 3.05, -2.37], [2.14, 2.25, -2.29], [3.83, 3.13, -3.33], [3.49, 6.29, 1.81], [1.53, 4.92, 1.48], [1.35, 3.39, -0.35], [5.12, 4.79, -1.89], [5.37, 6.21, 0.10], [2.57, -1.13, -2.83], [3.26, -2.32, -3.08], [3.02, -2.98, -4.25], [2.13, -2.46, -5.20], [1.58, -1.22, -5.02], [1.80, -0.52, -3.83], [1.94, -3.15, -6.47], [1.21, -2.66, -7.30], [2.49, -4.22, -6.61], [2.76, -0.51, -1.96], [3.92, -2.70, -2.31], [3.51, -3.93, -4.46], [0.90, -0.79, -5.73], [1.35, 0.43, -3.61], [-3.44, -5.75, -3.46], [-3.32, -5.63, -1.92], [-3.59, -4.26, -1.64], [-3.38, -3.91, -0.36], [-2.98, -4.61, 0.52], [-3.75, -2.64, -0.25], [-3.55, -2.08, 1.04], [-4.40, -6.11, -3.82], [-2.65, -6.39, -3.87], [-3.21, -4.79, -3.93], [-2.33, -5.97, -1.64], [-4.04, -6.33, -1.49], [-2.49, -2.03, 1.28], [-4.01, -2.72, 1.80], [-3.98, -1.09, 1.11], [-0.03, -0.28, -0.80], [0.34, 0.54, 0.41], [-0.85, 1.08, 0.96], [-0.92, 2.20, 1.63], [0.02, 2.92, 1.92], [-2.20, 2.45, 1.93], [-2.50, 3.70, 2.47], [0.82, -0.57, -1.43], [-0.78, 0.17, -1.45], [-0.42, -1.25, -0.48], [1.11, 1.29, 0.23], [0.71, -0.14, 1.18], [-2.20, 3.75, 3.52], [-3.50, 4.05, 2.28], [-1.87, 4.52, 2.09], [-5.24, 2.84, -1.51], [-7.07, 2.17, -1.42], [-3.87, 1.47, -1.24], [-5.04, 4.21, -0.14], [-5.11, 3.29, -2.48], [-5.37, 1.04, 4.02], [-4.08, 2.11, 4.98], [-4.94, -0.89, 4.19], [-5.34, 1.64, 2.15], [-6.39, 1.23, 4.32]], "lowdin_charge": [-0.10, -0.06, 0.01, -0.16, -0.03, -0.07, -0.32, 0.07, 0.08, 0.10, 0.11, 0.12, 0.10, 0.11, -0.07, -0.06, 0.01, -0.15, -0.02, -0.05, -0.35, 0.09, 0.07, 0.09, 0.11, 0.12, 0.11, 0.11, -0.04, -0.01, -0.09, -0.15, 0.01, -0.04, -0.33, 0.05, 0.08, 0.04, 0.12, 0.13, 0.08, 0.07, -0.07, -0.06, 0.02, -0.14, -0.01, -0.06, -0.31, 0.08, 0.05, 0.11, 0.11, 0.11, 0.12, 0.11, -0.04, -0.06, -0.01, -0.15, 0.00, -0.07, -0.33, 0.04, 0.09, 0.10, 0.07, 0.10, 0.12, 0.11, -0.07, -0.06, 0.01, -0.16, -0.05, -0.06, -0.35, 0.09, 0.08, 0.10, 0.10, 0.12, 0.13, 0.10, -0.05, -0.16, 0.00, -0.59, 0.15, -0.03, -0.05, 0.09, 0.09, 0.00, 0.11, 0.13, 0.10, 0.07, 0.05, -0.06, -0.18, 0.05, -0.56, 0.11, -0.06, -0.15, 0.04, 0.07, 0.06, 0.11, 0.12, 0.04, 0.03, 0.09, -1.53, 0.56, 0.62, 0.56, -0.03, -1.47, 0.64, 0.58, 0.57, -0.02], "gap_ev": 8.17, "de_lowest_ev": 1.177, "e_homo_ev": -9.33, "e_tot_ev": -514511.8746, "charge": 0}

{"formula": "C46H48N3PV", "method": "wB97M-V/def2-TZVPD", "elements": ["V", "N", "N", "C", "C", "C", "C", "H", "H", "H", "C", "C", "H", "H", "H", "C", "C", "H", "H", "H", "C", "H", "H", "H", "C", "H", "H", "H", "C", "H", "C", "H", "C", "H", "C", "H", "C", "C", "H", "C", "C", "H", "C", "H", "N", "C", "C", "C", "H", "C", "C", "H", "H", "H", "C", "H", "C", "C", "H", "H", "H", "C", "H", "H", "H", "C", "C", "C", "C", "C", "C", "P", "C", "C", "C", "C", "C", "C", "C", "C", "C", "C", "C", "C", "H", "H", "H", "H", "H", "H", "H", "H", "H", "H", "H", "H", "H", "H", "H"], "positions_angstrom": [[0.07, -0.03, -0.07], [3.07, 1.61, 2.99], [-1.51, 2.46, 1.06], [-0.76, -1.80, -0.80], [-0.67, -1.81, 0.64], [0.72, -1.73, 0.98], [1.29, -1.76, 2.36], [0.53, -1.98, 3.11], [1.70, -0.74, 2.62], [2.15, -2.43, 2.44], [1.49, -1.65, -0.22], [2.98, -1.82, -0.38], [3.21, -2.74, -0.96], [3.53, -1.84, 0.58], [3.33, -0.96, -0.96], [0.57, -1.65, -1.32], [0.96, -1.52, -2.75], [1.58, -0.62, -2.89], [0.06, -1.43, -3.37], [1.54, -2.39, -3.09], [-1.82, -1.92, 1.57], [-2.01, -2.97, 1.86], [-2.74, -1.55, 1.09], [-1.66, -1.35, 2.50], [-2.00, -1.91, -1.60], [-1.85, -1.47, -2.59], [-2.82, -1.37, -1.11], [-2.30, -2.97, -1.72], [3.92, 2.60, 3.22], [4.87, 2.35, 3.73], [3.72, 3.93, 2.81], [4.48, 4.71, 2.96], [2.49, 4.22, 2.20], [2.23, 5.24, 1.89], [1.58, 3.18, 1.91], [0.55, 3.28, 1.57], [1.96, 1.81, 2.17], [1.28, 0.59, 1.88], [0.43, 0.57, 2.68], [-1.64, 1.56, 0.05], [-2.64, 2.76, 1.70], [-2.55, 3.27, 2.67], [-3.69, 2.45, 0.93], [-4.69, 2.71, 0.99], [-3.08, 1.71, -0.17], [-3.81, 1.08, -1.20], [-5.00, 0.44, -0.78], [-5.74, -0.09, -1.81], [-6.70, -0.54, -1.57], [-5.28, -0.02, -3.12], [-6.17, -0.57, -4.17], [-5.61, -0.93, -5.03], [-6.86, 0.22, -4.50], [-6.76, -1.38, -3.73], [-4.08, 0.60, -3.48], [-3.77, 0.71, -4.52], [-3.27, 1.15, -2.51], [-1.95, 1.81, -2.84], [-1.80, 2.79, -2.37], [-1.94, 1.96, -3.93], [-1.06, 1.18, -2.62], [-5.30, 0.30, 0.68], [-5.46, 1.25, 1.19], [-4.51, -0.24, 1.23], [-6.23, -0.26, 0.79], [4.57, 1.04, -5.84], [4.65, -0.03, -4.94], [4.15, 0.10, -3.64], [3.51, 1.30, -3.25], [3.29, 2.30, -4.21], [3.87, 2.20, -5.48], [3.00, 1.51, -1.49], [4.65, 1.43, -0.72], [4.67, 0.97, 0.60], [5.87, 0.70, 1.24], [7.07, 1.02, 0.59], [7.06, 1.56, -0.70], [5.85, 1.79, -1.35], [2.87, 3.35, -1.34], [3.84, 4.31, -1.02], [3.52, 5.67, -1.12], [2.21, 6.07, -1.42], [1.22, 5.10, -1.62], [1.54, 3.75, -1.58], [5.04, 0.97, -6.82], [5.13, -0.96, -5.24], [4.28, -0.72, -2.92], [2.69, 3.18, -3.95], [3.78, 3.03, -6.18], [3.72, 0.84, 1.12], [5.86, 0.22, 2.22], [8.01, 0.85, 1.11], [7.99, 1.80, -1.21], [5.83, 2.22, -2.36], [4.85, 4.02, -0.70], [4.30, 6.42, -0.96], [1.96, 7.13, -1.50], [0.18, 5.39, -1.81], [0.79, 2.98, -1.74]], "lowdin_charge": [0.76, 0.05, -0.04, -0.30, -0.32, -0.33, -0.10, 0.08, 0.01, 0.07, -0.29, -0.02, 0.09, 0.08, 0.01, -0.32, -0.04, 0.05, 0.07, 0.09, -0.03, 0.09, 0.06, 0.09, -0.02, 0.07, 0.07, 0.09, -0.21, 0.09, -0.12, 0.08, -0.11, 0.09, -0.03, 0.06, -0.40, -0.13, 0.10, -0.13, -0.20, 0.10, -0.09, 0.07, -0.05, -0.16, -0.20, -0.02, 0.12, -0.29, -0.08, 0.08, 0.08, 0.07, -0.02, 0.12, -0.21, -0.05, 0.08, 0.07, 0.06, -0.05, 0.05, 0.09, 0.07, -0.10, -0.09, -0.11, -0.36, -0.08, -0.09, 1.14, -0.38, -0.10, -0.08, -0.09, -0.10, -0.11, -0.36, -0.07, -0.09, -0.10, -0.08, -0.13, 0.09, 0.10, 0.10, 0.10, 0.10, 0.06, 0.11, 0.09, 0.09, 0.11, 0.10, 0.10, 0.10, 0.10, 0.08], "gap_ev": [4.67, 4.13], "e_homo_ev": [-2.17, -1.64], "e_tot_ev": -87921.5487, "charge": -1, "multiplicity": 3}

{"formula": "C46H49AsBrN4O2P2Pd", "method": "wB97M-V/def2-TZVPD", "elements": ["Pd", "C", "N", "C", "P", "C", "C", "C", "C", "C", "C", "C", "C", "C", "C", "C", "C", "C", "C", "C", "C", "C", "C", "P", "C", "C", "C", "C", "C", "C", "C", "C", "C", "C", "C", "C", "H", "H", "H", "H", "H", "H", "H", "H", "H", "H", "H", "H", "H", "H", "H", "H", "H", "H", "H", "H", "H", "H", "H", "H", "H", "H", "H", "H", "H", "Br", "C", "C", "C", "C", "C", "N", "C", "O", "O", "H", "H", "H", "C", "C", "C", "C", "N", "N", "C", "H", "H", "H", "H", "H", "H", "H", "H", "C", "As", "C", "C", "H", "H", "H", "H", "H", "H", "H", "H", "H"], "positions_angstrom": [[0.57, 0.59, 0.02], [-2.28, 2.70, -0.99], [-1.90, 3.78, -0.09], [-1.01, 3.52, 1.05], [-0.93, 1.76, 1.69], [-0.32, 2.05, 3.37], [1.02, 2.42, 3.52], [1.54, 2.65, 4.78], [0.74, 2.50, 5.90], [-0.59, 2.12, 5.76], [-1.12, 1.90, 4.49], [-2.67, 1.31, 1.83], [-3.04, 0.02, 1.46], [-4.37, -0.37, 1.52], [-5.33, 0.53, 1.96], [-4.97, 1.82, 2.33], [-3.65, 2.21, 2.26], [-2.33, 5.05, -0.31], [-3.46, 5.32, -1.13], [-3.88, 6.61, -1.32], [-3.19, 7.68, -0.73], [-2.08, 7.43, 0.08], [-1.66, 6.15, 0.31], [-0.83, 1.73, -1.66], [0.13, 3.05, -2.43], [-0.41, 3.89, -3.41], [0.34, 4.95, -3.91], [1.62, 5.18, -3.43], [2.17, 4.35, -2.46], [1.42, 3.29, -1.96], [-1.67, 0.75, -2.91], [-1.37, 0.84, -4.27], [-2.01, 0.01, -5.18], [-2.96, -0.90, -4.74], [-3.26, -1.00, -3.38], [-2.62, -0.18, -2.47], [-2.76, 3.12, -1.87], [-2.97, 2.01, -0.51], [-1.31, 4.17, 1.87], [0.02, 3.79, 0.77], [1.66, 2.51, 2.65], [2.58, 2.95, 4.89], [1.14, 2.69, 6.88], [-1.22, 2.01, 6.63], [-2.16, 1.61, 4.40], [-2.28, -0.65, 1.09], [-4.66, -1.37, 1.22], [-6.37, 0.22, 2.01], [-5.73, 2.51, 2.67], [-3.38, 3.22, 2.57], [-4.04, 4.51, -1.55], [-4.76, 6.81, -1.92], [-3.53, 8.69, -0.89], [-1.55, 8.26, 0.53], [-0.78, 5.98, 0.91], [-1.41, 3.72, -3.79], [-0.08, 5.59, -4.67], [2.20, 6.00, -3.83], [3.17, 4.53, -2.09], [1.86, 2.64, -1.21], [-0.62, 1.54, -4.63], [-1.77, 0.08, -6.23], [-3.46, -1.54, -5.45], [-3.99, -1.72, -3.04], [-2.84, -0.29, -1.41], [-0.68, -2.52, 5.12], [-0.93, -3.38, 3.52], [-1.38, -4.74, 3.55], [-1.62, -5.38, 2.36], [-1.43, -4.66, 1.19], [-0.98, -3.29, 1.26], [-0.71, -2.69, 2.40], [-0.91, -2.52, -0.07], [-1.55, -3.07, -0.97], [-0.27, -1.44, -0.13], [-1.52, -5.22, 4.51], [-1.95, -6.41, 2.34], [-1.59, -5.07, 0.21], [3.22, -2.20, 4.10], [3.13, -1.13, 3.06], [4.05, -0.18, 2.67], [3.42, 0.55, 1.65], [2.20, 0.07, 1.43], [2.03, -0.94, 2.30], [3.95, 1.71, 0.87], [4.25, -2.34, 4.39], [2.84, -3.15, 3.72], [2.65, -1.92, 4.99], [5.04, -0.04, 3.05], [1.15, -1.45, 2.30], [5.01, 1.87, 1.09], [3.42, 2.63, 1.13], [3.85, 1.55, -0.20], [3.53, 0.20, -2.78], [2.06, -0.62, -1.81], [2.96, -2.08, -0.90], [1.10, -1.54, -3.23], [3.91, -0.52, -3.51], [4.33, 0.47, -2.10], [3.18, 1.08, -3.31], [3.45, -2.71, -1.64], [2.23, -2.66, -0.34], [3.70, -1.68, -0.22], [1.78, -2.27, -3.68], [0.79, -0.82, -3.98], [0.22, -2.04, -2.82]], "lowdin_charge": [0.57, -0.25, -0.06, -0.27, 1.03, -0.37, -0.11, -0.05, -0.05, -0.05, -0.08, -0.41, -0.11, -0.05, -0.04, -0.04, -0.09, -0.17, 0.03, -0.02, 0.02, -0.02, 0.03, 1.01, -0.38, -0.09, -0.04, -0.04, -0.05, -0.13, -0.37, -0.10, -0.05, -0.04, -0.05, -0.10, 0.09, 0.10, 0.10, 0.10, 0.08, 0.12, 0.12, 0.12, 0.10, 0.06, 0.12, 0.12, 0.12, 0.12, 0.12, 0.13, 0.13, 0.13, 0.12, 0.11, 0.12, 0.12, 0.12, 0.05, 0.10, 0.12, 0.12, 0.12, 0.09, 1.00, -0.70, -0.01, 0.02, 0.12, -0.10, 0.10, -0.62, 0.10, -0.19, 0.13, 0.14, 0.14, -0.01, -0.27, 0.04, -0.36, -0.07, 0.07, -0.01, 0.10, 0.08, 0.07, 0.13, 0.11, 0.10, 0.07, 0.05, -0.27, 1.08, -0.27, -0.25, 0.05, 0.02, 0.03, 0.05, 0.02, 0.03, 0.05, 0.02, 0.02], "gap_ev": [6.17, 3.86], "de_lowest_ev": 0.998, "e_homo_ev": [-13.97, -15.56], "e_tot_ev": -211465.8310, "charge": 3, "multiplicity": 5}

{"formula": "C46H49CaN7O3PSb", "method": "wB97M-V/def2-TZVPD", "elements": ["Ca", "C", "N", "C", "C", "N", "C", "C", "C", "C", "C", "C", "N", "C", "N", "C", "C", "C", "C", "C", "C", "N", "H", "H", "H", "H", "H", "H", "H", "H", "H", "H", "H", "H", "H", "H", "H", "N", "C", "C", "C", "C", "C", "N", "C", "H", "H", "H", "H", "C", "C", "O", "P", "O", "C", "C", "O", "C", "C", "H", "H", "H", "H", "H", "H", "H", "H", "H", "H", "H", "H", "H", "H", "H", "C", "C", "C", "C", "C", "C", "Sb", "C", "C", "C", "C", "C", "C", "C", "C", "C", "C", "C", "C", "H", "H", "H", "H", "H", "H", "H", "H", "H", "H", "H", "H", "H", "H", "H"], "positions_angstrom": [[0.81, -0.18, 0.84], [3.43, 1.78, 1.02], [2.08, 1.84, 1.60], [2.13, 1.89, 3.07], [2.16, 0.49, 3.61], [1.96, -0.58, 2.88], [1.95, -1.65, 3.78], [1.75, -3.01, 3.56], [1.77, -3.84, 4.66], [2.00, -3.34, 5.96], [2.21, -2.00, 6.19], [2.17, -1.17, 5.07], [2.31, 0.20, 4.92], [3.43, 1.07, -0.31], [2.77, -0.05, -0.52], [3.15, -0.44, -1.82], [2.83, -1.59, -2.53], [3.39, -1.73, -3.79], [4.24, -0.76, -4.32], [4.58, 0.38, -3.62], [4.02, 0.50, -2.35], [4.17, 1.46, -1.36], [4.06, 1.19, 1.69], [3.90, 2.77, 0.93], [1.58, 2.64, 1.21], [1.23, 2.39, 3.44], [2.99, 2.46, 3.44], [1.59, -3.42, 2.57], [1.62, -4.91, 4.53], [2.02, -4.03, 6.79], [2.39, -1.62, 7.18], [2.52, 0.87, 5.65], [2.19, -2.36, -2.13], [3.16, -2.62, -4.37], [4.66, -0.91, -5.31], [5.27, 1.11, -4.02], [4.79, 2.26, -1.38], [4.73, 6.47, -1.62], [3.82, 5.79, -1.76], [2.72, 4.87, -1.92], [2.27, 4.47, -3.17], [1.24, 3.55, -3.22], [0.73, 3.05, -2.04], [1.16, 3.42, -0.83], [2.12, 4.34, -0.78], [2.71, 4.88, -4.07], [0.84, 3.22, -4.17], [-0.08, 2.33, -2.06], [2.45, 4.67, 0.20], [-2.34, -1.06, 5.54], [-2.47, 0.41, 5.24], [-2.53, 0.68, 3.80], [-1.22, 0.44, 2.93], [-1.34, 1.61, 1.78], [-1.51, 3.01, 2.16], [-2.96, 3.40, 2.12], [-1.58, -0.76, 1.88], [-2.96, -0.85, 1.35], [-3.57, -2.14, 1.82], [-2.27, -1.20, 6.61], [-1.45, -1.50, 5.08], [-3.22, -1.61, 5.19], [-1.64, 0.99, 5.65], [-3.40, 0.83, 5.63], [-0.91, 3.58, 1.45], [-1.08, 3.16, 3.16], [-3.38, 3.23, 1.13], [-3.06, 4.47, 2.35], [-3.54, 2.84, 2.85], [-2.88, -0.80, 0.27], [-3.51, 0.03, 1.69], [-2.98, -2.99, 1.48], [-4.58, -2.23, 1.40], [-3.65, -2.17, 2.90], [0.57, -1.77, -6.28], [0.20, -2.80, -5.43], [-0.20, -2.52, -4.13], [-0.24, -1.21, -3.68], [0.12, -0.18, -4.55], [0.52, -0.46, -5.84], [-0.84, -0.72, -1.72], [-1.66, -2.60, -1.20], [-0.86, -3.46, -0.46], [-1.29, -4.74, -0.13], [-2.54, -5.16, -0.53], [-3.36, -4.31, -1.26], [-2.92, -3.04, -1.60], [-2.52, 0.45, -2.22], [-3.25, 0.17, -3.38], [-4.34, 0.96, -3.72], [-4.69, 2.04, -2.92], [-3.97, 2.32, -1.78], [-2.89, 1.53, -1.43], [0.88, -1.99, -7.30], [0.23, -3.83, -5.77], [-0.48, -3.34, -3.47], [0.07, 0.86, -4.23], [0.79, 0.35, -6.51], [0.15, -3.16, -0.14], [-0.65, -5.40, 0.44], [-2.89, -6.15, -0.28], [-4.34, -4.64, -1.58], [-3.57, -2.39, -2.17], [-2.97, -0.65, -4.03], [-4.90, 0.75, -4.62], [-5.54, 2.66, -3.20], [-4.25, 3.17, -1.16], [-2.33, 1.75, -0.52]], "lowdin_charge": [1.18, -0.12, -0.13, -0.13, -0.36, 0.01, -0.23, -0.01, -0.06, -0.06, 0.00, -0.18, 0.19, -0.33, 0.03, -0.23, -0.03, -0.06, -0.06, 0.00, -0.18, 0.20, 0.14, 0.13, 0.07, 0.12, 0.14, 0.11, 0.11, 0.11, 0.12, 0.18, 0.11, 0.11, 0.11, 0.12, 0.17, 0.19, -0.17, -0.20, 0.01, -0.02, -0.12, 0.07, -0.11, 0.14, 0.11, 0.07, 0.12, -0.07, -0.25, -0.29, 0.81, -0.38, -0.27, -0.05, -0.40, -0.24, -0.04, 0.09, 0.07, 0.08, 0.11, 0.13, 0.11, 0.11, 0.06, 0.09, 0.08, 0.06, 0.11, 0.07, 0.10, 0.07, -0.07, -0.07, -0.12, -0.41, -0.13, -0.07, 1.49, -0.42, -0.16, -0.08, -0.06, -0.06, -0.11, -0.40, -0.12, -0.06, -0.06, -0.07, -0.15, 0.11, 0.11, 0.10, 0.08, 0.11, 0.08, 0.11, 0.11, 0.12, 0.10, 0.10, 0.12, 0.11, 0.10, 0.07], "gap_ev": 8.70, "e_homo_ev": -13.28, "e_tot_ev": -99328.4623, "charge": 2}